1.
Here is a molecular structure, C25H27AsInN7OS4Se from the OMol25 dataset. Energies are from ωB97M-V/def2-TZVPD.

```
67
Properties=species:S:1:pos:R:3:forces:R:3
In 0.5495 -0.3045 -0.9262 -0.013 0.131 0.108
Se -0.4368 6.5518 3.6900 -0.039 0.098 -0.018
As 2.6991 -0.6136 -3.3050 -0.051 0.044 -0.025
S 3.7441 0.9163 -4.3073 0.037 0.011 -0.016
S 3.0046 -0.4157 -1.0787 0.008 -0.002 -0.008
S 0.4843 -0.0996 -3.3604 0.045 -0.054 -0.089
S 2.9973 -2.6212 -3.8771 -0.020 -0.017 -0.002
O 0.0314 1.8529 -0.3967 0.009 -0.141 0.009
N -2.4578 -1.3184 -1.4431 -0.018 -0.016 0.011
N 0.7365 -0.1786 1.4760 -0.064 -0.062 0.053
N 1.1446 -1.2822 2.1341 0.029 0.027 0.050
N -0.0243 -2.3055 -0.2137 -0.019 -0.076 -0.071
N 0.1019 4.0628 -0.1181 0.031 -0.022 0.026
N -1.9509 -0.1632 -0.9598 -0.090 0.010 0.022
N 1.4144 4.3274 2.9766 -0.008 -0.002 -0.009
C 2.9499 -2.8745 1.9216 0.024 -0.021 0.017
C -3.1520 0.2425 -2.8237 -0.079 0.048 0.051
C 4.9448 -4.3888 1.7302 -0.002 0.005 -0.008
C 1.0785 -1.0945 3.4685 -0.022 -0.003 0.011
C 3.0063 -4.4256 0.1138 -0.012 0.008 -0.009
C 3.5945 -3.9121 1.2652 0.002 0.005 0.013
C -1.1496 4.0186 0.6270 -0.016 0.024 -0.013
C -1.2830 -4.2689 0.4894 0.002 0.015 -0.009
C 1.8948 2.9929 -1.3984 -0.012 0.041 0.018
C 0.6264 2.9354 -0.6054 0.047 0.070 -0.037
C 0.6008 0.1748 3.6872 0.006 -0.005 0.018
C -2.3942 -2.5431 -0.7158 0.035 -0.020 -0.017
C -3.1795 -1.1062 -2.5597 0.079 -0.005 -0.037
C -4.9606 -5.2170 0.1821 -0.001 -0.002 0.001
C 1.7397 -2.3854 1.4531 -0.020 -0.015 -0.033
C -3.5805 -3.2513 -0.5962 -0.007 -0.002 -0.004
C -3.6545 -4.4825 0.0360 -0.008 -0.012 0.000
C 1.8090 -3.9244 -0.3629 0.028 -0.022 -0.008
C 0.7117 5.2036 3.2770 0.008 -0.104 0.009
C -2.4676 -4.9709 0.5729 0.004 -0.004 0.004
C 0.8213 5.3318 -0.1238 -0.002 -0.014 0.032
C 1.1404 -2.9034 0.3052 -0.027 0.045 -0.001
C -1.1772 -3.0137 -0.1625 -0.014 0.076 0.092
C 0.4043 0.7046 2.4029 0.065 0.032 -0.071
C -2.3780 0.7821 -1.7908 0.121 -0.052 -0.072
H -4.4798 -2.8064 -1.0091 0.001 0.004 0.002
H -4.7987 -6.2946 0.2470 0.001 -0.001 -0.001
H 2.0504 3.9611 -1.8668 -0.010 0.017 0.004
H 1.3742 -1.8789 4.1441 -0.006 0.000 0.000
H 1.4002 -4.2758 -1.3014 -0.008 0.007 -0.003
H -1.7779 3.2180 0.2461 0.017 -0.015 0.018
H -0.3916 -4.6897 0.9323 0.006 -0.008 0.001
H -3.6243 -1.9304 -3.0896 -0.002 -0.004 0.004
H 5.0065 -4.4171 2.8198 0.000 0.005 -0.002
H 0.7020 5.8486 -1.0798 0.013 0.010 -0.002
H 2.7369 2.7769 -0.7376 0.001 -0.028 -0.018
H 1.8835 2.2213 -2.1671 0.003 -0.003 0.007
H 1.8762 5.1790 0.0876 0.002 -0.006 -0.015
H -2.4688 -5.9288 1.0846 0.002 -0.001 -0.002
H 0.0679 1.6841 2.1094 -0.023 -0.005 0.031
H 0.4253 0.6619 4.6295 0.001 0.006 -0.003
H -2.0415 1.7937 -1.6440 -0.012 0.004 -0.015
H -0.9666 3.8690 1.6919 0.019 0.001 -0.006
H 3.4132 -2.4002 2.7796 0.001 0.000 -0.004
H -5.5014 -4.9138 1.0839 0.000 -0.001 0.000
H 5.1600 -5.3878 1.3498 -0.002 -0.002 0.001
H 0.4227 5.9506 0.6772 -0.015 0.007 -0.007
H -3.5784 0.7547 -3.6677 -0.017 0.000 0.011
H -5.6185 -5.0315 -0.6693 0.000 0.001 0.001
H -1.6547 4.9755 0.5069 -0.013 -0.002 0.008
H 3.5210 -5.1931 -0.4527 0.002 0.000 -0.001
H 5.7305 -3.7211 1.3694 0.005 -0.005 0.001
```
Forces are in eV/Å.

Results
LUMO energy, eV: 3.9288
HOMO, eV: -2.06
Total charge: -2
HOMO-LUMO gap, eV: 5.9862
Energy, Ha: -7847.71566
Molecular weight, g/mol: 838.51
Energy relative to the best compared isomer or geometry (same formula, charge and spin), kJ/mol: 22.83
Largest force on an atom, Eh/bohr: 0.003

=====

2.
Here is 2 unconnected molecules or ions with the total composition C4H4O3 from the OMol25 dataset. Energies are from ωB97M-V/def2-TZVPD.

```
11
Properties=species:S:1:pos:R:3:forces:R:3
O -1.8504 0.1346 -0.3830 0.171 0.303 -0.184
O -0.9860 2.0959 -2.0306 0.554 -1.032 1.364
O 1.3945 -0.0955 1.1749 -0.173 0.445 -0.129
C 0.3472 -0.0048 0.3968 0.135 0.097 -0.091
C -1.1173 -0.1584 0.6788 0.254 -0.056 0.130
C 1.4902 -0.6690 -0.1841 0.124 -0.008 -0.308
C -0.6259 1.4469 -1.1467 -0.551 0.196 -0.475
H -0.9986 -1.2519 0.9107 -0.437 0.014 -0.156
H 1.5869 -1.7521 -0.2132 -0.138 0.207 0.070
H 2.1107 -0.0801 -0.8493 0.020 -0.144 0.024
H -1.3512 0.3342 1.6457 0.041 -0.022 -0.244
```
Forces are in eV/Å.

Results
LUMO energy (spin up / spin down), eV: -0.2988 / -0.2991
HOMO (spin up / spin down), eV: -9.18 / -9.18
Total charge: 0
HOMO-LUMO gap (spin up / spin down), eV: 8.8837 / 8.8831
Energy, Ha: -380.36021
Molecular weight, g/mol: 100.07
Energy relative to the best compared isomer or geometry (same formula, charge and spin), kJ/mol: 490.49
Largest force on an atom, Eh/bohr: 0.035

=====

3.
Here is C9H10OS in the gas phase from the OMol25 dataset. Energies are from ωB97M-V/def2-TZVPD.

```
21
Properties=species:S:1:pos:R:3:forces:R:3
S 2.1611 0.5473 -0.5902 -0.462 0.888 1.668
O 2.1490 -0.2260 -1.8243 0.336 -1.059 -1.282
C -1.6146 -0.1643 -1.0000 -0.588 0.625 -0.969
C 2.5161 -0.4975 0.8472 0.831 0.555 -0.912
C -0.2890 -2.2271 -0.5279 -0.302 -2.929 -0.628
C 0.4386 0.8890 -0.2093 0.815 -0.490 -2.045
C 0.1791 1.7402 0.9074 1.202 -2.551 3.872
C 1.7152 -1.6350 1.0204 3.131 -0.700 2.109
C 0.7223 -2.0518 0.2340 0.428 1.203 0.399
C -0.4602 0.7834 -1.4037 0.761 -4.236 1.163
C -1.4812 -1.4475 -0.6417 -0.135 2.287 -0.629
H 0.8771 2.4998 1.0069 1.303 2.031 -0.261
H -0.7899 2.1171 0.9853 -1.614 0.491 0.127
H 0.0683 0.2514 -2.2372 -0.188 0.586 0.712
H 2.1084 -2.3486 1.8441 -1.119 1.184 -1.056
H -0.8645 1.6394 -1.7706 -1.017 2.857 -0.834
H -0.3491 -3.2745 -0.9808 0.155 1.420 0.002
H 3.5584 -0.2161 1.2296 -1.831 -1.061 -0.003
H 0.4962 1.1898 1.9720 -1.143 0.814 -2.338
H -2.3704 -1.9685 -0.5931 -1.797 -1.255 0.267
H -2.6490 0.2409 -1.2303 1.234 -0.661 0.640
```
Forces are in eV/Å.

Results
LUMO energy (spin up / spin down), eV: 0.0473 / -1.0105
HOMO (spin up / spin down), eV: -8.04 / -7.28
Total charge: 0
HOMO-LUMO gap (spin up / spin down), eV: 8.0855 / 6.2647
Energy, Ha: -822.10148
Molecular weight, g/mol: 166.25
Energy relative to the best compared isomer or geometry (same formula, charge and spin), kJ/mol: 585.25
Largest force on an atom, Eh/bohr: 0.093

=====

4.
Here is 2 unconnected molecules or ions with the total composition C3H9NO from the OMol25 dataset. Energies are from ωB97M-V/def2-TZVPD.

```
14
Properties=species:S:1:pos:R:3:forces:R:3
O -0.3339 1.1324 1.4023 -0.342 -1.002 0.625
N -2.0677 1.6750 -0.2284 0.055 0.619 0.642
C 1.4289 -2.8709 -0.5913 -0.593 0.404 -0.133
C -0.7010 1.3439 0.0685 0.676 0.694 -0.492
C 2.0063 -1.6794 -0.6249 0.298 0.355 -0.760
H 1.4000 -0.7850 -0.7078 -0.006 0.125 1.269
H 1.8254 -3.7417 -1.0925 0.513 -0.398 0.931
H 3.0635 -1.5045 -0.7843 0.019 -0.284 -0.591
H -0.3124 0.4843 -0.4919 -0.158 -0.139 0.367
H -2.8112 1.0056 -0.1342 0.273 -0.413 -0.095
H -0.5675 1.8402 2.0129 -0.245 0.215 -0.538
H -0.1222 2.2114 -0.2561 -0.042 0.078 -0.491
H -2.1183 2.2107 -1.0777 -0.268 -0.024 -0.023
H 0.4259 -2.9072 -0.1714 -0.182 -0.230 -0.711
```
Forces are in eV/Å.

Results
LUMO energy, eV: 0.9636
HOMO, eV: -9.45
Total charge: 0
HOMO-LUMO gap, eV: 10.4138
Energy, Ha: -249.62314
Molecular weight, g/mol: 75.11
Energy relative to the best compared isomer or geometry (same formula, charge and spin), kJ/mol: 237.75
SMILES string: C=C.NCO
Largest force on an atom, Eh/bohr: 0.025

=====

5.
Here is a molecular structure, C3H11N2O2 from the OMol25 dataset. Energies are from ωB97M-V/def2-TZVPD.

```
18
Properties=species:S:1:pos:R:3:forces:R:3
O 1.2318 0.6204 1.2538 0.012 -0.567 -0.701
O 0.8308 1.4982 -2.1011 1.016 -0.583 0.228
N -0.7941 1.2948 0.3468 -1.413 2.273 0.637
N 1.0182 -1.5431 1.5938 1.019 -1.091 0.222
C 0.5221 -0.4232 1.1181 0.394 1.578 1.133
C -0.9967 -0.9695 -0.8308 -0.317 2.746 -0.029
C -0.8969 -0.1474 0.4870 1.941 -1.731 0.637
H -0.0314 -1.2004 -1.2166 0.797 -0.020 -0.384
H 2.0064 -1.5449 1.8561 -0.443 0.517 -0.035
H 0.6170 -2.4375 1.8398 -0.875 0.333 -0.668
H 1.4325 1.6048 -2.8504 -0.596 0.517 -0.520
H 1.4607 0.9975 -1.5585 -0.364 0.046 0.426
H -1.4906 -1.8753 -0.6656 -1.030 -1.237 0.162
H -1.5147 -0.3104 -1.5672 0.185 -0.912 0.371
H -0.6517 1.6083 -0.6234 -0.672 -0.088 0.140
H 0.4019 1.5034 0.7879 -1.023 -1.463 0.277
H -1.5490 1.8496 0.8793 1.551 -1.084 -1.422
H -1.5964 -0.5254 1.2511 -0.183 0.767 -0.472
```
Forces are in eV/Å.

Results
LUMO energy, eV: -3.0633
HOMO, eV: -15.56
Total charge: +1
HOMO-LUMO gap, eV: 12.4957
Energy, Ha: -380.65536
Molecular weight, g/mol: 107.13
Energy relative to the best compared isomer or geometry (same formula, charge and spin), kJ/mol: 153.61
Largest force on an atom, Eh/bohr: 0.054

=====

6.
Here is 6 unconnected molecules or ions with the total composition C39H38F5IN2 from the OMol25 dataset. Energies are from ωB97M-V/def2-TZVPD.

```
85
Properties=species:S:1:pos:R:3:forces:R:3
I -2.3869 -2.6895 -0.2644 -0.878 0.723 0.162
F 3.0155 -2.3150 -8.4933 0.145 -0.044 -0.114
F 2.4454 1.8052 2.8141 -0.021 0.294 0.448
F -3.3061 6.5765 3.8061 0.083 0.075 0.072
F -1.8890 -1.1447 3.9928 0.143 0.090 -0.161
F 3.6830 -1.9634 -2.5936 -0.026 -0.004 0.058
N -1.6525 -0.0803 -3.3197 -3.832 -0.519 5.824
N -5.1534 -0.5645 1.9282 1.442 -2.290 -7.318
C -3.1468 -2.5882 7.0683 -0.188 0.032 -0.256
C 4.6584 2.5496 3.1344 -0.064 0.121 -0.121
C 5.0733 0.4252 4.8899 0.043 0.271 -0.181
C -4.2655 4.4906 3.2790 0.113 -0.042 0.123
C -2.2696 -2.0272 6.1451 0.192 0.072 -0.014
C -3.2608 0.2858 -1.0727 -0.635 -0.749 0.054
C 3.7605 -3.2881 -4.5402 -0.168 -0.018 0.039
C 3.8334 0.5902 4.2806 -0.154 -0.096 -0.014
C -4.1450 5.8528 3.0500 -0.493 -0.444 -0.444
C 4.4957 -3.8194 -5.5953 0.256 0.180 0.203
C -4.8263 -0.9330 0.8028 0.967 2.433 4.354
C 2.0023 -2.1462 -7.6292 -0.637 0.127 0.552
C 4.3934 -2.4797 -3.6078 0.414 -0.334 -0.648
C -3.9101 -1.1281 -0.5289 -2.013 0.460 -0.001
C -5.8762 4.3600 1.4912 -0.012 0.001 -0.060
C 0.0050 -2.9743 -6.5889 0.234 0.340 0.037
C 1.9233 -0.9744 -6.8920 0.111 0.076 -0.054
C 3.6399 1.6490 3.4068 0.794 -0.078 0.439
C 5.7469 -2.1955 -3.7061 0.037 0.101 0.131
C -4.0545 -1.9105 4.5214 0.042 -0.017 -0.226
C -2.5412 1.1387 0.0780 0.731 -0.445 0.563
C -0.0174 0.5092 0.3123 0.333 0.810 0.734
C -4.9284 -2.4817 5.4414 0.361 0.024 0.220
C -4.4741 -2.8174 6.7154 -0.059 -0.013 0.007
C 5.8579 -3.5451 -5.7000 -0.005 -0.030 -0.041
C 6.4840 -2.7362 -4.7553 -0.304 -0.108 -0.064
C 0.8692 -0.7975 -6.0005 -0.013 -0.277 -0.128
C -1.0410 1.6266 -0.2394 0.177 0.201 1.331
C 1.5465 0.9383 0.1895 0.637 -1.579 0.354
C 5.8949 2.3906 3.7525 -0.189 -0.293 0.126
C -2.7337 -1.6915 4.8823 -0.618 -0.402 0.648
C -4.8760 6.4800 2.0527 0.038 0.173 -0.017
C -2.3305 -0.1132 -2.3090 1.949 1.907 -3.579
C 6.1018 1.3264 4.6277 0.042 0.027 0.000
C -5.1400 3.7404 2.4982 -0.016 0.271 -0.124
C -0.0870 -1.7978 -5.8477 -0.128 -0.113 0.050
C 2.3738 -0.0377 -0.8325 0.209 1.184 0.542
C -5.7426 5.7286 1.2652 0.128 -0.251 0.219
C 1.0529 -3.1471 -7.4889 0.086 -0.152 -0.103
H -0.2464 -0.5255 -0.1230 0.549 1.531 0.366
H 2.3287 -1.1363 -0.4835 -0.144 1.793 -0.694
H 3.0187 -0.0966 4.4799 0.023 0.057 -0.050
H 1.9985 0.1052 -1.9051 0.539 -0.511 1.510
H -3.1928 2.0229 0.4086 0.765 -1.366 -0.794
H -2.7955 -2.8464 8.0622 -0.005 0.030 -0.130
H -6.5569 3.7756 0.8795 0.071 0.063 0.086
H -3.6783 4.0245 4.0618 -0.032 0.064 -0.027
H 7.0683 1.2005 5.1062 -0.123 0.011 -0.057
H 6.4317 -3.9636 -6.5213 -0.070 0.059 0.099
H 6.2159 -1.5565 -2.9667 -0.065 -0.044 -0.013
H -0.8506 1.9601 -1.3174 -0.386 -0.767 1.404
H 2.0607 0.7700 1.2272 -1.277 0.322 -2.282
H -2.4631 0.4357 1.0028 -0.132 1.242 -1.495
H 7.5458 -2.5268 -4.8361 -0.129 0.007 0.030
H -5.1578 -3.2589 7.4341 0.091 0.054 -0.077
H -1.2310 -1.8500 6.3997 -0.057 0.018 -0.040
H 1.1364 -4.0520 -8.0802 0.038 0.065 0.012
H -0.7391 -3.7546 -6.4656 0.091 0.072 -0.051
H -0.2166 0.4204 1.4565 0.069 0.108 -1.936
H 1.6871 2.0538 -0.0552 -0.349 -1.717 0.155
H 2.7015 -3.4970 -4.4378 0.032 0.073 -0.007
H 0.7936 0.1196 -5.4253 0.010 -0.123 -0.044
H -4.3919 -1.6348 3.5277 0.126 -0.093 0.323
H -0.8622 2.5698 0.4200 -0.308 -1.547 -1.172
H 5.2375 -0.4054 5.5687 -0.058 0.096 -0.078
H -4.6251 -1.5301 -1.3445 1.316 0.601 1.396
H -4.1814 0.9077 -1.4159 1.761 -1.174 -0.014
H -6.3141 6.2082 0.4774 0.072 -0.018 0.110
H 2.6815 -0.2100 -7.0171 -0.020 -0.074 -0.026
H 4.4812 3.3666 2.4443 -0.035 -0.058 0.048
H -5.9622 -2.6645 5.1669 0.122 0.053 -0.011
H 6.6964 3.0941 3.5523 -0.115 -0.070 -0.010
H -5.2482 2.6749 2.6757 0.040 0.106 0.004
H -4.7652 7.5470 1.8972 0.031 -0.070 0.036
H 4.0087 -4.4467 -6.3348 0.015 0.085 0.099
H 3.4905 0.2843 -0.7909 -1.863 -0.609 -0.205
H -0.9064 -1.6618 -5.1492 0.154 0.036 -0.087
```
Forces are in eV/Å.

Results
LUMO energy, eV: -0.7933
HOMO, eV: -9.01
Total charge: 0
HOMO-LUMO gap, eV: 8.2146
Energy, Ha: -2415.29121
Molecular weight, g/mol: 756.64
SMILES string: CCCCC[C@@H](C#N)[C@@H](I)C#N.Fc1ccccc1.Fc1ccccc1.Fc1ccccc1.Fc1ccccc1.Fc1ccccc1
Largest force on an atom, Eh/bohr: 0.152